Entry 1:
{
  "formula": "C42H41BrO2P2Ti",
  "method": "ωB97M-V/def2-TZVPD",
  "lumo_energy_ev": -7.59,
  "homo_lumo_gap_ev": 5.375,
  "total_charge": 2,
  "species": ["Ti", "C", "C", "C", "C", "C", "C", "C", "C", "C", "H", "H", "H", "H", "H", "H", "H", "H", "H", "H", "H", "H", "H", "H", "H", "P", "P", "C", "C", "C", "C", "C", "C", "C", "C", "C", "C", "C", "C", "C", "C", "C", "C", "C", "C", "C", "C", "C", "C", "C", "C", "C", "C", "H", "H", "H", "H", "H", "H", "H", "H", "H", "H", "H", "H", "H", "H", "H", "H", "H", "H", "H", "H", "H", "H", "Br", "C", "C", "C", "C", "C", "C", "C", "O", "O", "H", "H", "H", "H"],
  "positions_angstrom": [[0.03649, -0.31920, 0.19254], [-1.87697, 0.82727, -7.26464], [-1.88985, -0.44923, -6.85838], [-1.05764, -1.55641, -7.44125], [0.31017, -1.16097, -8.04969], [1.19505, -0.34202, -7.15288], [1.22739, 0.99390, -7.06474], [0.37038, 1.94654, -7.84578], [-1.00716, 1.43049, -8.33144], [1.75684, 0.48746, 1.15360], [-2.60213, 1.53327, -6.83967], [-2.63214, -0.77309, -6.11871], [-1.62664, -2.08584, -8.22785], [-0.86574, -2.30216, -6.65316], [0.84498, -2.11002, -8.21174], [0.16489, -0.72664, -9.04691], [1.91671, -0.93899, -6.58012], [1.99983, 1.48215, -6.45737], [0.92016, 2.30657, -8.73483], [0.18698, 2.83839, -7.22550], [-1.54480, 2.32577, -8.68101], [-0.87912, 0.79329, -9.21535], [1.34214, 1.47528, 1.43934], [2.73172, 0.64430, 0.66973], [1.91080, -0.10252, 2.08041], [-1.57499, -0.65636, -1.69038], [1.57592, 0.00247, -1.71648], [-0.60758, -0.81721, -3.20577], [0.74206, -0.65254, -3.17461], [-2.60424, -2.15358, -1.55665], [-2.86175, -2.93252, -2.69167], [-3.60540, -4.10965, -2.57823], [-4.03590, -4.55120, -1.32155], [-3.76191, -3.78581, -0.18015], [-3.08484, -2.57061, -0.29983], [-2.74503, 0.70789, -2.03707], [-2.25118, 2.02545, -2.05347], [-3.12662, 3.07988, -2.31709], [-4.48274, 2.82905, -2.56669], [-4.96704, 1.51610, -2.55985], [-4.10177, 0.45677, -2.28102], [3.09448, -1.01325, -1.52596], [2.96401, -2.32066, -1.01523], [4.10402, -3.09645, -0.79955], [5.37133, -2.60001, -1.12362], [5.49779, -1.31003, -1.65004], [4.36905, -0.50738, -1.83443], [2.11542, 1.69775, -2.11229], [2.28289, 2.69795, -1.13245], [2.81306, 3.93593, -1.49298], [3.10498, 4.21573, -2.83232], [2.85926, 3.24952, -3.81640], [2.35308, 2.00114, -3.46034], [-1.14982, -1.00810, -4.14318], [1.39662, -0.93529, -4.00928], [-2.47392, -2.62208, -3.66287], [-3.83497, -4.68517, -3.47688], [-4.58110, -5.49166, -1.23022], [-4.07418, -4.13714, 0.80493], [-2.91536, -1.95132, 0.58459], [-1.18984, 2.21906, -1.86687], [-2.74944, 4.10354, -2.33577], [-5.16419, 3.65688, -2.76893], [-6.01660, 1.30774, -2.77213], [-4.47387, -0.56895, -2.25714], [1.97352, -2.72864, -0.78430], [4.00130, -4.10062, -0.38610], [6.25781, -3.21814, -0.97342], [6.47962, -0.92334, -1.92327], [4.47145, 0.50756, -2.22315], [2.02043, 2.51042, -0.09500], [2.99631, 4.68867, -0.72364], [3.51203, 5.18921, -3.11134], [3.06178, 3.46369, -4.86635], [2.13337, 1.25398, -4.22419], [-2.95368, 2.35177, 3.06394], [-2.37280, 0.92545, 4.15205], [-2.66974, 0.98466, 5.52066], [-2.33450, -0.08685, 6.36447], [-1.72371, -1.23774, 5.85101], [-1.42820, -1.31469, 4.49212], [-1.70729, -0.23108, 3.64945], [-1.21023, -0.29734, 2.29294], [-0.67466, -1.38880, 1.80013], [-1.14212, 0.73022, 1.49579], [-3.17698, 1.85546, 5.93108], [-2.55933, -0.01240, 7.42837], [-1.48275, -2.08262, 6.50034], [-0.97074, -2.21016, 4.07496]]
}

---

Entry 2:
{
  "formula": "C42H41CdNO4P2",
  "method": "ωB97M-V/def2-TZVPD",
  "lumo_energy_ev": -0.93,
  "relative_energy_kcal_mol": 33.90,
  "homo_lumo_gap_ev": 6.347,
  "species": ["Cd", "C", "C", "C", "C", "C", "C", "C", "C", "C", "H", "H", "H", "H", "H", "H", "H", "H", "H", "H", "H", "H", "H", "H", "H", "P", "P", "C", "C", "C", "C", "C", "C", "C", "C", "C", "C", "C", "C", "C", "C", "C", "C", "C", "C", "C", "C", "C", "C", "C", "C", "C", "C", "H", "H", "H", "H", "H", "H", "H", "H", "H", "H", "H", "H", "H", "H", "H", "H", "H", "H", "H", "H", "H", "H", "O", "C", "O", "C", "C", "C", "C", "C", "C", "N", "O", "O", "H", "H", "H", "H"],
  "positions_angstrom": [[-0.54129, 1.84541, -1.59189], [-1.35552, -3.50366, 3.65128], [-0.10986, -3.01107, 3.73554], [1.18142, -3.63233, 3.30536], [1.45806, -3.66498, 1.77942], [0.44546, -4.30869, 0.88352], [-0.39993, -5.29173, 1.20800], [-0.73997, -5.78040, 2.58623], [-1.79502, -4.89241, 3.26723], [-1.13380, -0.22133, -1.65780], [-2.19583, -2.84791, 3.93715], [0.02242, -2.03247, 4.21800], [1.33200, -4.63771, 3.71871], [1.97613, -2.98742, 3.71679], [1.59298, -2.63173, 1.42259], [2.44493, -4.14120, 1.64745], [0.48641, -3.96742, -0.15707], [-0.91719, -5.84323, 0.40892], [0.13546, -5.89713, 3.23165], [-1.19373, -6.77678, 2.46076], [-2.66933, -4.79107, 2.59927], [-2.17976, -5.44583, 4.14444], [-1.88358, -0.30463, -2.45245], [-1.62585, -0.43093, -0.69160], [-0.39670, -1.00840, -1.84373], [0.88068, 3.13175, 0.05765], [1.39869, 2.14051, -3.14587], [2.35252, 2.21694, -0.49021], [2.62647, 2.06079, -1.81201], [1.61638, 4.78958, 0.40974], [2.94959, 4.83773, 0.83750], [3.63740, 6.04782, 0.93300], [2.96990, 7.24816, 0.68115], [1.60626, 7.22212, 0.36303], [0.93142, 6.00580, 0.21924], [0.64837, 2.40397, 1.71550], [0.45193, 1.01267, 1.76940], [-0.00582, 0.42720, 2.94598], [-0.05976, 1.16778, 4.13086], [0.23389, 2.53655, 4.09561], [0.55067, 3.16940, 2.88980], [2.34000, 3.12730, -4.36376], [3.02858, 4.27822, -3.92234], [3.97692, 4.87681, -4.75275], [4.22528, 4.35169, -6.02821], [3.50334, 3.24559, -6.48788], [2.54801, 2.64982, -5.66533], [1.48679, 0.43517, -3.80527], [0.55927, 0.05154, -4.79672], [0.51426, -1.27610, -5.22230], [1.37074, -2.22789, -4.65514], [2.26829, -1.84919, -3.65321], [2.32275, -0.52486, -3.21847], [3.04822, 1.89283, 0.29557], [3.64761, 1.88177, -2.17009], [3.46837, 3.90768, 1.06034], [4.69348, 6.04444, 1.20347], [3.50609, 8.19547, 0.74411], [1.07041, 8.16178, 0.22018], [-0.12714, 5.98650, -0.04105], [0.60217, 0.39949, 0.87392], [-0.35037, -0.60460, 2.91937], [-0.34672, 0.67673, 5.06325], [0.19437, 3.11656, 5.01671], [0.72117, 4.24882, 2.85774], [2.86543, 4.65527, -2.90990], [4.54663, 5.73474, -4.38845], [4.99646, 4.79369, -6.65799], [3.70416, 2.82157, -7.47287], [2.00999, 1.76684, -6.00628], [-0.12709, 0.79532, -5.21712], [-0.18488, -1.56039, -6.00861], [1.33291, -3.26440, -4.99069], [2.94028, -2.58049, -3.20464], [3.01037, -0.23727, -2.42040], [-4.45300, 0.16765, 0.00594], [-3.88503, -0.51212, 0.89421], [-2.77295, -0.42299, 1.47069], [-4.76604, -1.69461, 1.31609], [-4.21354, -2.98227, 1.37600], [-4.98854, -4.08548, 1.72574], [-6.33922, -3.87092, 2.10008], [-6.94005, -2.59570, 1.98341], [-6.12805, -1.52038, 1.63088], [-6.95178, -4.86067, 2.91289], [-6.27306, -5.89233, 3.14307], [-8.09101, -4.69396, 3.39155], [-3.15495, -3.12747, 1.16131], [-4.57023, -5.09494, 1.75608], [-8.00728, -2.47757, 2.18930], [-6.55793, -0.52044, 1.61942]]
}

---

Entry 3:
{
  "formula": "C42H41Cl2IrN5O2P2STe2",
  "method": "ωB97M-V/def2-TZVPD",
  "lumo_energy_ev": [-6.03, -7.21],
  "relative_energy_kcal_mol": 0.00,
  "multiplicity": 2,
  "homo_lumo_gap_ev": [7.077, 5.905],
  "total_charge": 2,
  "species": ["Ir", "C", "C", "N", "N", "C", "N", "S", "C", "C", "C", "C", "C", "N", "H", "H", "H", "H", "H", "H", "H", "H", "H", "H", "Te", "C", "C", "C", "N", "C", "C", "C", "P", "C", "C", "C", "C", "C", "C", "C", "C", "C", "C", "C", "C", "P", "C", "C", "C", "C", "C", "C", "C", "C", "C", "C", "C", "C", "H", "H", "H", "H", "H", "H", "H", "H", "H", "H", "H", "H", "H", "H", "H", "H", "H", "H", "H", "H", "H", "H", "H", "H", "C", "Te", "C", "H", "H", "H", "H", "H", "H", "Cl", "C", "Cl", "C", "O", "O", "H"],
  "positions_angstrom": [[0.79705, -0.76053, 0.12691], [1.46767, -4.77415, 1.58568], [0.97317, -3.39179, 1.32375], [1.09978, -2.80480, 0.19000], [1.65211, -3.43165, -0.87701], [1.91207, -2.70731, -1.97944], [2.51555, -3.32973, -2.98046], [1.49222, -1.06383, -2.11763], [0.30107, -2.56231, 2.34795], [-0.16317, -3.10219, 3.53398], [-0.77159, -2.28069, 4.47139], [-0.90053, -0.93353, 4.19094], [-0.44561, -0.46046, 2.97246], [0.13600, -1.24150, 2.06579], [2.44445, -4.91454, 1.11452], [0.77502, -5.52716, 1.20096], [1.60241, -4.94598, 2.64992], [2.20359, -4.27449, -0.70949], [2.99243, -4.20798, -2.80411], [2.89582, -2.76550, -3.72541], [-0.05099, -4.15911, 3.72412], [-1.12999, -2.69026, 5.40586], [-1.35180, -0.24780, 4.89397], [-0.54081, 0.57799, 2.70633], [-3.39627, 1.92364, 0.37029], [-3.05999, 3.82761, -0.48757], [-3.65579, 4.04959, -1.72225], [-3.44285, 5.27987, -2.33422], [-2.69717, 6.24069, -1.79968], [-2.15233, 6.01753, -0.60896], [-2.30674, 4.82979, 0.09831], [-1.64226, 0.97335, -0.00931], [-1.47395, -0.74824, -0.51942], [-2.25149, -0.78318, -2.15844], [-1.60620, -0.31364, -3.30043], [-2.30400, -0.20380, -4.49351], [-3.64541, -0.55304, -4.55471], [-4.29495, -1.01491, -3.41790], [-3.60358, -1.13241, -2.22251], [-2.40590, -1.94143, 0.46280], [-3.18898, -1.60643, 1.56070], [-3.84965, -2.60033, 2.27194], [-3.72692, -3.92782, 1.88953], [-2.94445, -4.26801, 0.79118], [-2.28470, -3.27960, 0.07988], [0.09811, 1.44963, -0.08124], [0.41285, 2.84084, 1.04092], [-0.29929, 3.01445, 2.22781], [-0.01026, 4.07354, 3.07557], [0.99549, 4.97215, 2.74633], [1.70405, 4.81194, 1.56379], [1.41495, 3.75545, 0.71281], [0.54400, 2.11840, -1.70562], [1.85369, 1.96057, -2.16093], [2.23928, 2.51234, -3.37382], [1.32024, 3.21791, -4.13779], [0.01806, 3.38313, -3.68363], [-0.36851, 2.84154, -2.46804], [-4.25753, 3.29649, -2.21533], [-3.89050, 5.49316, -3.29809], [-1.56079, 6.82408, -0.19125], [-1.84020, 4.71405, 1.06677], [-0.56920, -0.01664, -3.26962], [-1.79511, 0.15789, -5.37713], [-4.18498, -0.46912, -5.48860], [-5.33958, -1.29207, -3.46152], [-4.12025, -1.50648, -1.34839], [-3.28655, -0.57426, 1.87720], [-4.46997, -2.33393, 3.11769], [-4.25123, -4.69862, 2.43839], [-2.86320, -5.30165, 0.48189], [-1.69526, -3.54537, -0.79233], [-1.11419, 2.35338, 2.48871], [-0.57909, 4.20466, 3.98674], [1.21836, 5.80135, 3.40425], [2.48287, 5.51380, 1.29730], [1.97173, 3.65481, -0.20933], [2.58339, 1.41975, -1.56786], [3.25726, 2.39020, -3.71902], [1.62034, 3.64359, -5.08594], [-0.69779, 3.93974, -4.27425], [-1.38428, 2.97470, -2.12607], [2.77000, 1.18032, 2.79785], [3.25128, -0.24215, 1.27344], [3.43350, -1.70557, 2.79381], [3.63387, 1.19338, 3.46105], [1.88510, 0.90946, 3.37310], [2.64924, 2.17129, 2.36394], [2.61480, -1.61037, 3.50523], [4.38017, -1.51912, 3.29682], [3.46215, -2.67461, 2.31305], [5.34345, -1.42293, -2.21856], [5.79704, -2.70005, -1.05229], [6.73693, -2.02777, 0.28553], [4.50089, -3.35045, -0.54610], [4.25086, -4.50351, -0.93402], [3.74540, -2.64689, 0.16820], [6.41607, -3.41633, -1.57810]]
}

---

no.,DFT total energy (Ha)
1,-5881.1415
2,-2830.9439
3,-4690.5728